ORCA calculation (ωB97M-V/def2-TZVPD) on C12H25As2BF10N3O5PdS2 as an isolated structure in a non-equilibrium geometry.

Output
- ΔE to the lowest compared entry with this formula, charge and spin (eV) = 1.9139
- spin multiplicity = 2
- gap between HOMO and LUMO (alpha / beta) (Eh) = 0.2356 / 0.2574
- E_HOMO (alpha / beta) (eV) = -9.962 / -9.959
- net charge = 0

Geometry (Å):
Pd 0.2341 -0.5883 -1.5088
As -1.8392 1.8151 -1.4885
As -1.1077 -1.8946 -4.3901
S 0.8521 2.7704 4.2410
S 0.5744 -0.6215 -4.0007
F 3.4021 -1.5769 -3.1473
F 2.5326 0.0707 -1.7657
F -2.0304 2.4214 0.1005
F -0.0551 1.7117 -1.2012
F 2.0313 -2.0854 -1.3548
F -1.6485 3.3613 -2.1876
F -3.5352 1.7852 -1.7941
F -1.9871 0.1329 -0.8649
F -1.5616 1.0498 -3.0399
F 4.1988 -1.3439 -1.0036
O -0.8221 -2.3640 -1.7866
O -1.1422 -0.4665 5.1704
O -2.7892 -0.4395 3.7744
O 0.8510 3.0425 5.6518
O -0.3797 2.3651 3.6195
N -1.6054 -0.4322 4.0416
N 0.0714 -0.6229 0.8712
N 0.6718 -0.3348 2.9729
C -0.7099 -0.4379 2.9311
C -2.9176 -1.6162 -3.7244
C 1.0972 -0.4529 1.6989
C 2.5180 -0.4754 1.2800
C 0.5074 5.3492 3.6036
C -1.0566 -0.6058 1.6270
C -1.4070 -1.5838 -6.2951
C 1.4771 4.2036 3.3502
C -1.2768 -3.0594 -0.6706
C -0.5080 -3.7415 -4.3693
C 1.5392 0.0534 4.0894
C 2.1130 1.4735 3.9482
B 3.1286 -1.2511 -1.8511
H -0.4597 -3.3167 0.0125
H -0.4775 5.0918 3.2166
H 2.3552 -0.6670 4.1375
H 0.9614 -0.0172 5.0046
H -2.0378 -2.4900 -0.1223
H -3.3875 -0.8633 -4.3531
H 1.5075 3.9217 2.2980
H 0.4166 5.5342 4.6732
H -1.7414 -3.9905 -1.0198
H 2.7259 -1.4268 0.7946
H 0.2825 -3.8153 -5.1144
H 2.8688 1.6504 4.7106
H 2.4758 4.4100 3.7341
H 3.2091 -0.3570 2.1099
H 2.7116 0.3003 0.5394
H -2.8971 -1.2857 -2.6923
H -0.1055 -3.9539 -3.3838
H -2.1666 -2.2651 -6.6762
H -2.0490 -0.7025 1.2275
H 2.5234 1.6399 2.9528
H -1.3209 -4.4246 -4.6103
H 0.8519 6.2586 3.1156
H -0.4801 -1.7215 -6.8494
H -3.4460 -2.5655 -3.8060
H -1.7415 -0.5557 -6.4268

ORCA calculation (ωB97M-V/def2-TZVPD) on an isolated ion of composition C3H12NP2 and charge +1 in a non-equilibrium geometry.

Output
- ΔE to the lowest compared entry with this formula, charge and spin (eV) = 1.4858
- gap between HOMO and LUMO (Eh) = 0.2894
- E_HOMO (eV) = -12.351
- SMILES = CC[NH2+][PH2]=CP
- net charge = +1

Geometry (Å):
P 2.6592 1.2077 0.2428
P 0.7448 -1.2710 0.3161
N -1.3641 -0.9654 -0.2618
C -1.3785 1.3107 0.3103
C -1.5769 0.3640 -0.8508
C 2.1802 -0.5027 -0.0987
H 0.6788 -2.4993 -0.3417
H -1.3632 2.4357 0.0181
H 2.2657 1.3025 1.5444
H 4.0870 0.8518 0.2647
H -2.6157 0.2090 -1.3826
H 0.7256 -1.7222 1.6380
H -2.2403 1.4222 1.0096
H -1.9658 -1.1125 0.5499
H -0.4530 1.1794 0.7064
H -0.9820 0.3552 -1.7360
H 2.3175 -0.7930 -1.1027
H -1.7194 -1.7720 -0.8261

net charge of number 1 (C12H25As2BF10N3O5PdS2)? 0

What is the ΔE to the lowest compared entry with this formula, charge and spin in the second record? 1.4858 eV

Which formula does entry 1 have? C12H25As2BF10N3O5PdS2

Look up the ΔE to the lowest compared entry with this formula, charge and spin of the second one. 1.4858 eV